(1)
A cluster of 9 separate species, C5H29N2O9 in total at a distorted geometry, computed with ωB97M-V with the def2-TZVPD basis set.

Each line ends with the natural charge from an NBO analysis.
Positions of all 45 atoms, in Å:
N: 0.63 1.28 0.11  -0.72
C: 0.54 -0.08 -0.65  -0.15
C: 0.35 0.37 -2.11  -0.61
C: -0.69 -0.86 -0.17  0.66
N: -0.44 -2.18 -0.09  -0.63
C: 0.61 -3.00 -0.75  -0.23
C: 1.26 -3.91 0.32  -0.63
O: -1.75 -0.38 0.19  -0.63
H: 0.72 1.18 1.13  0.47
H: 1.46 1.81 -0.17  0.46
H: -0.16 1.89 -0.13  0.45
H: 1.58 -0.36 -0.56  0.26
H: -0.59 0.82 -2.35  0.22
H: 0.33 -0.60 -2.65  0.22
H: 1.25 0.84 -2.50  0.25
H: -1.25 -2.76 0.13  0.43
H: 0.04 -3.65 -1.42  0.21
H: 1.39 -2.43 -1.20  0.21
H: 0.58 -3.95 1.18  0.22
H: 2.17 -3.39 0.68  0.22
H: 1.61 -4.86 -0.09  0.24
H: -1.74 -4.48 0.98  0.48
H: -3.05 -3.84 1.70  0.50
O: -2.09 -3.83 1.59  -0.96
H: 2.50 1.09 3.18  0.48
H: 1.13 1.80 3.26  0.49
O: 2.04 1.89 2.96  -0.96
H: -1.65 1.49 3.46  0.48
H: -1.63 0.52 2.35  0.49
O: -1.13 1.27 2.68  -0.97
H: -2.21 -0.96 -2.54  0.46
H: -3.24 -0.06 -1.93  0.48
O: -2.73 -0.17 -2.74  -0.94
H: -0.92 5.01 0.23  0.48
H: -0.85 4.86 -1.18  0.48
O: -0.74 4.29 -0.40  -0.96
H: 0.85 -1.31 1.65  0.48
H: 1.90 -1.21 2.65  0.49
O: 1.58 -0.73 1.89  -0.96
H: 3.14 3.40 0.61  0.50
H: 1.74 3.85 0.02  0.50
O: 2.53 3.32 -0.13  -0.96
H: -1.48 1.91 -3.02  0.47
H: -2.20 3.30 -2.95  0.48
O: -1.41 2.83 -3.23  -0.95

Calculated values
ΔE to the lowest compared entry with this formula, charge and spin in kcal/mol: 51.76
Orbital gap in eV: 11.03
E_LUMO in eV: -2.451
Highest occupied orbital energy in eV: -13.5
Charge: +1


(2)
The molecule C5H2Br3Cl3O at a distorted geometry, computed with ωB97M-V with the def2-TZVPD basis set.

Each line ends with the natural charge from an NBO analysis.
Positions of all 14 atoms, in Å:
C: -0.59 -1.31 -0.30  0.35
C: -1.70 -0.76 0.39  -0.27
C: -0.02 1.28 -0.65  -0.29
C: 0.81 -0.86 0.25  -0.14
C: 0.96 0.76 0.19  -0.21
O: -0.68 -2.03 -1.29  -0.49
Cl: -3.09 -0.61 -0.40  0.19
Cl: 1.02 -1.46 1.96  0.03
Cl: 0.68 1.38 1.80  0.03
Br: -0.77 2.97 -0.41  0.16
Br: 2.19 -1.66 -0.98  0.10
Br: 2.83 1.52 -0.30  0.03
H: -1.55 -0.33 1.48  0.26
H: -0.09 1.11 -1.74  0.25

Calculated values
ΔE to the lowest compared entry with this formula, charge and spin in kcal/mol: 67.42
Orbital gap (alpha / beta) in eV: 7.46 / 7.23
E_LUMO (alpha / beta) in eV: -1.997 / -1.971
Highest occupied orbital energy (alpha / beta) in eV: -9.5 / -9.2
Charge: 0


Please write out number 2 again, unchanged.
The molecule C5H2Br3Cl3O at a distorted geometry, computed with ωB97M-V with the def2-TZVPD basis set.

Each line ends with the natural charge from an NBO analysis.
Positions of all 14 atoms, in Å:
C: -0.59 -1.31 -0.30  0.35
C: -1.70 -0.76 0.39  -0.27
C: -0.02 1.28 -0.65  -0.29
C: 0.81 -0.86 0.25  -0.14
C: 0.96 0.76 0.19  -0.21
O: -0.68 -2.03 -1.29  -0.49
Cl: -3.09 -0.61 -0.40  0.19
Cl: 1.02 -1.46 1.96  0.03
Cl: 0.68 1.38 1.80  0.03
Br: -0.77 2.97 -0.41  0.16
Br: 2.19 -1.66 -0.98  0.10
Br: 2.83 1.52 -0.30  0.03
H: -1.55 -0.33 1.48  0.26
H: -0.09 1.11 -1.74  0.25

Calculated values
ΔE to the lowest compared entry with this formula, charge and spin in kcal/mol: 67.42
Orbital gap (alpha / beta) in eV: 7.46 / 7.23
E_LUMO (alpha / beta) in eV: -1.997 / -1.971
Highest occupied orbital energy (alpha / beta) in eV: -9.5 / -9.2
Charge: 0


Q: Which of these has the highest charge?
A: C5H29N2O9